{"formula": "C30H52FN2O20P2S3", "method": "ωB97M-V/def2-TZVPD", "total_charge": -1, "lumo_ev": 1.1, "homo_lumo_gap_ha": 0.1862, "homo_energy_ev": -3.99, "species": ["N", "P", "F", "C", "C", "C", "C", "O", "C", "C", "C", "S", "C", "S", "N", "C", "C", "O", "C", "C", "P", "S", "H", "H", "H", "H", "H", "H", "H", "H", "H", "H", "H", "H", "H", "H", "H", "H", "H", "H", "H", "H", "H", "H", "H", "H", "H", "H", "H", "H", "C", "C", "O", "C", "O", "O", "H", "H", "H", "H", "C", "C", "O", "C", "O", "O", "H", "H", "H", "H", "C", "C", "O", "C", "O", "O", "H", "H", "H", "H", "C", "C", "O", "C", "O", "O", "H", "H", "H", "H", "C", "C", "O", "C", "O", "O", "H", "H", "H", "H", "C", "C", "O", "C", "O", "O", "H", "H", "H", "H"], "coordinates": [[-1.10803, -0.74919, 0.22496], [-0.77105, 0.95639, 0.61891], [-1.49626, 0.85890, 2.21728], [-2.46201, 1.52731, -0.11748], [-2.29577, 1.84142, -1.72368], [-2.16561, 0.51319, -2.67568], [-0.74585, 0.56066, -3.55565], [0.24911, -0.41770, -3.08164], [0.95427, 0.48287, 1.28530], [0.97866, -0.77183, 2.33813], [2.08336, -1.86480, 1.78365], [1.62909, -2.67935, 0.15934], [1.31678, -4.51699, 0.34268], [2.46525, -5.57912, -0.40300], [0.14688, -5.17170, 1.04533], [-1.00298, -5.47424, 0.08839], [-2.32410, -5.78115, 1.05968], [-1.93031, -6.42001, 2.35017], [-1.17856, -5.45275, 3.19504], [-0.35170, -4.37289, 2.22963], [-0.19204, 3.06754, 0.91034], [1.33394, 3.42050, -0.30877], [-2.10830, -1.01452, 0.35788], [-0.74325, -0.99393, -0.72158], [-0.17435, 1.07483, -0.71919], [-2.82529, 2.55046, 0.37872], [-3.34823, 0.76045, 0.10987], [-1.41427, 2.61689, -1.83634], [-3.27390, 2.42037, -2.07143], [-2.33564, -0.50959, -2.13315], [-3.02456, 0.58846, -3.50136], [-1.01552, 0.25575, -4.67626], [-0.31523, 1.66560, -3.51774], [1.13892, -0.01640, -3.33034], [1.69694, 0.26130, 0.40622], [1.35517, 1.43538, 1.88092], [-0.06591, -1.22762, 2.60174], [1.42338, -0.36328, 3.36781], [2.37817, -2.68431, 2.57790], [3.07588, -1.23572, 1.57436], [-1.29332, -4.53400, -0.58621], [-0.78465, -6.42447, -0.57262], [-3.06753, -6.52802, 0.52073], [-2.96009, -4.79440, 1.27097], [-1.88721, -4.91384, 3.97432], [-0.36201, -6.08782, 3.79034], [-1.03209, -3.45442, 1.89819], [0.62092, -4.01352, 2.81830], [0.22642, 3.34538, 2.26438], [-1.21244, 4.00890, 0.52685], [2.43145, 7.83277, 0.72811], [1.77135, 8.35403, -0.50702], [0.81621, 7.35553, -0.81166], [0.54508, 6.69708, 0.35307], [-0.35701, 5.88817, 0.49303], [1.41411, 7.06260, 1.34031], [2.76356, 8.63487, 1.39293], [3.28216, 7.18064, 0.50427], [1.24989, 9.30143, -0.33435], [2.47613, 8.48169, -1.33324], [5.77107, -7.02634, -1.39425], [6.71731, -5.95374, -0.96167], [7.92184, -6.29761, -1.61968], [7.57997, -7.05296, -2.70423], [8.35442, -7.37869, -3.58842], [6.25887, -7.39509, -2.67058], [4.73971, -6.66943, -1.46171], [5.80264, -7.90185, -0.73731], [6.40312, -4.95930, -1.29583], [6.85886, -5.93612, 0.12245], [-0.84491, -9.63041, 2.73148], [-1.38513, -9.80597, 1.34933], [-1.23223, -11.19280, 1.11389], [-1.19317, -11.80085, 2.33553], [-1.23866, -13.00774, 2.50592], [-1.09764, -10.88246, 3.34096], [-1.34706, -8.82591, 3.27578], [0.23435, -9.44539, 2.73835], [-2.44779, -9.55049, 1.28019], [-0.83057, -9.22328, 0.60867], [-2.91536, 9.47599, -0.70725], [-3.38934, 10.16718, 0.52992], [-2.20065, 10.35281, 1.27468], [-1.16722, 10.33896, 0.38278], [-0.01713, 10.63903, 0.65653], [-1.58885, 9.94667, -0.85489], [-3.51719, 9.73166, -1.58365], [-2.89359, 8.38688, -0.59565], [-3.83092, 11.14677, 0.31847], [-4.10959, 9.56653, 1.09216], [-3.73799, 3.03015, 3.21805], [-4.73993, 2.54442, 4.21463], [-5.93980, 3.17016, 3.80126], [-5.79996, 3.45925, 2.47441], [-6.70493, 3.84845, 1.75522], [-4.51620, 3.25509, 2.05757], [-2.95426, 2.29318, 3.02240], [-3.27193, 3.97407, 3.51953], [-4.87573, 1.45844, 4.17574], [-4.48371, 2.83416, 5.23740], [2.39602, 3.08603, -6.26806], [3.80577, 2.67564, -5.99025], [3.84999, 2.59859, -4.57808], [2.56943, 2.39414, -4.15144], [2.26210, 2.11197, -3.00531], [1.67840, 2.54561, -5.17448], [2.02348, 2.68253, -7.21359], [2.26984, 4.17376, -6.27075], [4.04420, 1.69091, -6.40588], [4.53203, 3.40366, -6.36198]], "forces_ev_per_a": [[-0.9, -1.0, 0.1], [-0.3, -1.7, -2.4], [0.2, -0.1, -0.4], [-1.9, 1.2, -0.2], [-1.2, 0.3, 0.7], [0.3, 0.7, -1.3], [-1.0, 0.0, -0.4], [0.5, 1.9, -0.9], [1.3, 0.0, 2.0], [1.1, 0.2, 0.6], [0.4, 0.8, 1.9], [0.0, -1.2, 0.5], [0.8, -1.9, 0.2], [-2.5, 2.0, 1.1], [0.5, 2.1, -1.1], [-1.3, -0.1, 0.3], [-0.6, 0.0, -0.3], [0.4, 2.1, -0.9], [1.1, 0.2, -0.1], [0.0, 0.0, 0.8], [0.7, 1.3, -0.5], [0.4, 0.2, 0.0], [1.3, 0.3, -0.5], [-0.7, 0.3, 1.1], [-0.2, 0.5, 0.8], [0.7, -2.2, -1.1], [1.8, 1.5, -0.7], [-1.5, -1.8, 0.0], [1.9, -1.1, 0.7], [0.6, 2.1, -0.9], [1.8, -0.2, 1.8], [0.6, 0.8, 2.2], [-0.9, -2.4, -0.1], [-1.7, -0.7, 0.8], [-1.5, 0.6, 1.6], [-0.3, -2.2, -1.3], [2.0, 0.8, -0.9], [-0.8, -1.0, -2.1], [-0.7, 1.5, -1.6], [-2.2, -1.5, 0.2], [0.7, -2.0, 1.3], [-0.2, 2.1, 1.4], [1.7, 1.4, 1.2], [1.6, -2.0, -0.4], [1.3, -1.0, -1.7], [-1.9, 1.3, -1.3], [1.6, -1.7, 0.8], [-2.4, -0.6, -1.2], [-0.7, 0.1, -0.4], [0.3, -0.8, 0.9], [1.0, 0.2, 0.4], [0.3, 1.0, -0.7], [-0.4, -0.7, 0.7], [-1.7, -1.8, 0.2], [1.8, 2.9, -0.2], [-0.8, -0.3, -0.5], [-0.2, -0.2, 0.0], [-0.1, 0.0, 0.0], [0.2, -0.2, 0.0], [-0.2, -0.2, 0.0], [-1.1, -0.2, 0.5], [-0.3, 0.8, 0.8], [0.1, -0.7, -0.8], [1.5, -0.6, -1.8], [-1.7, 0.7, 1.9], [1.1, 0.2, -0.3], [0.2, -0.1, -0.1], [0.0, 0.1, 0.0], [0.0, -0.1, 0.0], [0.1, 0.0, -0.2], [0.3, 1.2, 0.5], [-0.3, 1.0, -0.7], [0.1, -0.8, 0.8], [-0.1, -2.3, 0.4], [0.1, 2.6, -0.4], [-0.2, -1.0, -0.6], [0.1, -0.2, -0.1], [-0.1, 0.0, 0.0], [0.1, 0.0, 0.0], [-0.1, -0.2, 0.1], [-0.7, -0.8, -0.7], [-1.1, 0.1, 0.3], [1.0, 0.0, -0.5], [1.9, 0.5, 0.4], [-2.5, -0.5, -0.5], [0.7, 0.5, 0.9], [0.3, 0.0, 0.1], [0.0, 0.1, 0.0], [0.1, -0.1, 0.0], [0.2, 0.1, 0.0], [1.3, -0.2, 0.2], [0.3, -0.6, 0.9], [-0.3, 0.4, -0.8], [-1.3, 0.7, -1.6], [1.8, -0.8, 1.5], [-1.4, 0.2, 0.2], [-0.1, 0.1, -0.2], [-0.1, 0.0, 0.0], [0.0, 0.1, 0.0], [-0.2, 0.0, -0.1], [-0.5, 0.4, -0.9], [0.9, 0.0, -0.6], [-0.6, 0.0, 0.3], [-0.8, -0.7, 3.0], [0.8, 0.4, -3.1], [0.5, -0.2, 0.5], [-0.1, 0.0, 0.2], [0.0, -0.1, 0.0], [0.0, 0.1, 0.0], [0.0, -0.1, 0.2]]}